Below is a 8-piece molecular cluster, C34H47BBrF7N4O26 overall in a non-equilibrium geometry, with properties calculated with ωB97M-V with the def2-TZVPD basis set.

Gap between HOMO and LUMO, eV: 9.3
LUMO level, hartree: 0.0076
SMILES: CC[C@H](Br)[C@H]1C(=O)O[C@@](O)(B(C)O)[C@]1(CC(N)(N)N)N(C)C(C)=O.O=C1OC[C@@H](F)O1.O=C1OC[C@@H](F)O1.O=C1OC[C@@H](F)O1.O=C1OC[C@@H](F)O1.O=C1OC[C@@H](F)O1.O=C1OC[C@@H](F)O1.O=C1OC[C@@H](F)O1
Electronic energy, eV: -184958.7160

Each line ends with the Löwdin charge.
Element x y z (Å)
1 C 2.4919 3.3247 0.5765  -0.064
2 C 1.3963 2.5856 1.3586  -0.268
3 C 0.2741 2.1957 0.4103  -0.593
4 Br -1.1788 3.4883 0.7003  0.823
5 C -0.1928 0.7675 0.6969  -0.164
6 C -1.6267 0.4368 0.4225  -0.523
7 O -2.6124 0.8937 0.8769  0.106
8 O -1.6752 -0.5979 -0.4377  0.093
9 C -0.3494 -0.7979 -1.0105  -0.305
10 O -0.3695 -2.1423 -1.4446  0.061
11 B -0.3394 0.0708 -2.3856  -0.420
12 C -1.5814 0.9086 -2.8839  0.054
13 O 0.7840 0.0445 -3.1525  0.156
14 C 0.6740 -0.3849 0.0604  -0.220
15 C 1.9896 0.1544 -0.4758  -0.058
16 C 3.0172 -0.8289 -1.0303  -0.607
17 N 2.4503 -2.0632 -1.5150  0.126
18 N 3.6419 -0.1977 -2.1732  0.108
19 N 4.1022 -1.0706 -0.0333  0.096
20 N 1.0297 -1.4102 1.0904  -0.009
21 C 1.7684 -0.8123 2.2036  -0.045
22 C -0.0741 -2.1268 1.7027  -0.438
23 C -0.1653 -3.5926 1.4636  0.028
24 O -0.8315 -1.5889 2.4523  0.131
25 H 2.7508 4.2567 1.0364  0.077
26 H 3.3792 2.7287 0.4962  0.036
27 H 2.1955 3.5639 -0.4298  0.077
28 H 1.0487 3.2416 2.1246  0.083
29 H 1.8385 1.6944 1.7531  0.072
30 H 0.5601 2.3519 -0.6059  0.069
31 H -0.1849 0.7437 1.7717  0.133
32 H -1.2494 -2.2956 -1.7938  0.114
33 H -1.8994 1.5485 -2.0770  0.056
34 H -1.2723 1.5005 -3.7251  0.043
35 H -2.3685 0.2279 -3.1619  0.087
36 H 1.0963 0.9309 -3.3391  0.111
37 H 1.8391 0.8719 -1.2501  0.104
38 H 2.4956 0.6962 0.2904  0.084
39 H 2.9903 -2.4567 -2.2654  0.085
40 H 2.3538 -2.7341 -0.7755  0.070
41 H 3.9219 0.7464 -1.9574  0.064
42 H 4.4284 -0.7368 -2.4950  0.082
43 H 4.9254 -1.3960 -0.5124  0.070
44 H 3.8331 -1.7897 0.6233  0.067
45 H 1.8962 -1.5747 2.9493  0.104
46 H 1.2621 0.0059 2.6980  0.083
47 H 2.7531 -0.4896 1.9237  0.063
48 H -0.8503 -3.8301 0.6877  0.064
49 H -0.3622 -4.0888 2.3935  0.093
50 H 0.8089 -3.9095 1.1361  0.081
51 O 5.3799 2.4620 -1.0990  0.168
52 C 5.8790 1.8417 -0.2249  -0.567
53 O 6.7417 0.8186 -0.4062  0.059
54 C 7.2226 0.4115 0.8786  -0.051
55 C 6.1256 0.9070 1.7921  -0.316
56 F 6.6109 1.2771 3.0042  0.074
57 O 5.6539 2.0592 1.1072  0.118
58 H 8.1724 0.9044 1.0879  0.145
59 H 7.3597 -0.6651 0.9186  0.138
60 H 5.3015 0.2081 1.9304  0.144
61 O -0.0183 1.4785 6.1034  0.174
62 C -0.9816 0.8324 5.8736  -0.565
63 O -1.2033 -0.4118 6.3642  0.048
64 C -2.5284 -0.8081 5.9811  -0.047
65 C -2.7766 0.0627 4.7711  -0.296
66 F -4.0820 0.4063 4.6569  0.081
67 O -2.0132 1.2250 5.0815  0.138
68 H -3.2172 -0.5893 6.7885  0.118
69 H -2.5679 -1.8703 5.7565  0.143
70 H -2.4315 -0.3578 3.8253  0.149
71 O -2.6680 -2.2000 11.8499  0.194
72 C -2.4140 -1.3432 11.0832  -0.549
73 O -1.1848 -0.8058 10.8941  0.076
74 C -1.2577 0.1000 9.7834  -0.040
75 C -2.7310 0.4433 9.7654  -0.298
76 F -3.1872 0.6791 8.5036  0.063
77 O -3.3270 -0.7395 10.2577  0.129
78 H -0.9505 -0.4115 8.8717  0.133
79 H -0.6182 0.9634 9.9405  0.144
80 H -3.0087 1.2827 10.4035  0.174
81 O 2.5519 -8.0757 -1.3443  0.187
82 C 1.4304 -7.7067 -1.3549  -0.554
83 O 0.4337 -8.2763 -2.0753  0.075
84 C -0.7993 -7.6375 -1.7149  -0.045
85 C -0.3158 -6.3081 -1.1897  -0.296
86 F -1.1085 -5.8318 -0.1898  0.058
87 O 0.9562 -6.6406 -0.6482  0.124
88 H -1.2984 -8.2214 -0.9399  0.145
89 H -1.4555 -7.5405 -2.5734  0.141
90 H -0.1989 -5.5446 -1.9450  0.172
91 O -2.0095 -3.7102 -4.8639  0.161
92 C -1.5599 -2.8579 -5.5548  -0.586
93 O -0.2672 -2.4997 -5.5895  0.082
94 C -0.1070 -1.5304 -6.6409  -0.036
95 C -1.5099 -0.9889 -6.7595  -0.312
96 F -1.8119 -0.6301 -8.0309  0.081
97 O -2.2980 -2.1152 -6.3976  0.143
98 H 0.2119 -2.0332 -7.5546  0.146
99 H 0.6207 -0.7739 -6.3703  0.127
100 H -1.7321 -0.1656 -6.0902  0.147
101 O -4.4258 6.9787 -1.7218  0.188
102 C -4.7748 5.8558 -1.6418  -0.553
103 O -6.0082 5.4522 -1.2447  0.072
104 C -6.0899 4.0321 -1.4219  -0.048
105 C -4.6329 3.6313 -1.3903  -0.319
106 F -4.3878 2.5632 -2.1904  0.070
107 O -3.9929 4.7736 -1.9350  0.114
108 H -6.5487 3.8104 -2.3862  0.143
109 H -6.6766 3.5724 -0.6323  0.141
110 H -4.2386 3.4339 -0.3925  0.153
111 O -0.2638 1.5035 -5.8340  0.155
112 C -0.5635 2.5988 -6.1775  -0.538
113 O 0.0032 3.7257 -5.7045  0.085
114 C -0.5240 4.8343 -6.4497  -0.036
115 C -1.8331 4.2694 -6.9551  -0.302
116 F -2.1701 4.7693 -8.1648  0.085
117 O -1.5298 2.8857 -7.0858  0.144
118 H 0.1529 5.0773 -7.2686  0.147
119 H -0.6483 5.7063 -5.8154  0.144
120 H -2.6742 4.3899 -6.2716  0.176